Molecular formula: C46H93FO12
Method: DFT, the ωB97M-V functional and the def2-TZVPD basis

Output
- highest occupied orbital energy (eV) = -9.009
- 2S+1 = 1
- SMILES = CCCCCCCCCCCO[C@@H](CCF)COC.CC(C)=O.CC(C)=O.CC(C)=O.CC(C)=O.CC(C)=O.CC(C)=O.CC(C)=O.CC(C)=O.CC(C)=O.CC(C)=O
- relative energy (zero: lowest compared OMol25 entry of this formula, charge and spin) (eV) = 0.0000
- largest force on an atom (eV Å⁻¹) = 0.68
- calculated total energy (Ha) = -2811.19548

CARTESIAN COORDINATES (ANGSTROEM)
C1 2.9230 4.0686 -0.9904
C2 1.6960 3.3933 -1.5768
C3 2.1012 2.5731 -2.7920
C4 1.1035 1.5353 -3.2557
C5 1.3835 0.1181 -2.7432
C6 1.8216 0.0167 -1.2972
C7 1.8255 -1.4161 -0.7499
C8 1.6023 -1.4498 0.7656
C9 0.1742 -1.8539 1.1427
C10 -0.7432 -0.6755 1.4959
C11 -1.8679 -0.6076 0.4966
O1 -2.5681 0.6133 0.6222
C12 -3.2749 1.0279 -0.5443
C13 -4.2820 -0.0269 -0.9885
C14 -5.2761 0.4172 -2.0180
F1 -6.2319 -0.6230 -2.1921
C15 -3.8474 2.3865 -0.2220
O2 -5.1602 2.2810 0.2774
C16 -5.7283 3.5294 0.5840
H1 3.2448 4.9121 -1.5982
H2 2.7492 4.4252 0.0191
H3 3.7491 3.3678 -0.9659
H4 1.2600 2.7776 -0.7940
H5 0.9746 4.1411 -1.8924
H6 2.2804 3.2766 -3.6037
H7 3.0599 2.0983 -2.5971
H8 1.0656 1.4954 -4.3405
H9 0.0984 1.8070 -2.9361
H10 2.1005 -0.3866 -3.3910
H11 0.4511 -0.4435 -2.8179
H12 2.8177 0.4321 -1.1633
H13 1.1230 0.5929 -0.6939
H14 1.0178 -1.9385 -1.2599
H15 2.7679 -1.9001 -0.9704
H16 1.7984 -0.4597 1.1657
H17 2.3228 -2.1203 1.2292
H18 0.1552 -2.5946 1.9376
H19 -0.2582 -2.3431 0.2753
H20 -1.1512 -0.8118 2.4923
H21 -0.2105 0.2691 1.4586
H22 -1.4493 -0.6954 -0.5128
H23 -2.5402 -1.4579 0.6318
H24 -2.5449 1.1527 -1.3544
H25 -4.7943 -0.4438 -0.1260
H26 -3.7106 -0.8326 -1.4429
H27 -5.8124 1.3128 -1.7324
H28 -4.7985 0.5423 -2.9899
H29 -3.2002 2.8225 0.5416
H30 -3.8010 3.0526 -1.0893
H31 -6.7924 3.4099 0.7477
H32 -5.2743 3.9401 1.4887
H33 -5.5593 4.2509 -0.2193
C17 -2.6544 1.8918 5.4929
C18 -1.5042 1.8991 4.5098
C19 -1.7582 2.5956 3.1974
O3 -0.4479 1.3713 4.7688
H34 -2.3606 1.3643 6.3969
H35 -2.9398 2.9153 5.7418
H36 -3.5217 1.4007 5.0480
H37 -2.0096 3.6441 3.3721
H38 -2.5903 2.1159 2.6803
H39 -0.8712 2.5344 2.5713
C20 5.0068 2.3771 3.4595
C21 5.1209 2.0046 1.9988
C22 6.4066 1.3349 1.5684
O4 4.2299 2.2275 1.2160
H40 4.0429 2.8446 3.6421
H41 5.1012 1.4857 4.0819
H42 5.8062 3.0671 3.7353
H43 6.5497 0.4067 2.1241
H44 7.2574 1.9867 1.7748
H45 6.3650 1.1159 0.5046
C23 -7.1437 6.0034 4.6800
C24 -6.1108 6.3693 3.6380
C25 -6.6039 7.1268 2.4318
O5 -4.9467 6.0684 3.7731
H46 -6.6653 5.4660 5.4949
H47 -7.6189 6.9056 5.0681
H48 -7.9183 5.3751 4.2367
H49 -7.0488 8.0735 2.7349
H50 -7.3516 6.5352 1.8984
H51 -5.7635 7.3264 1.7704
C26 -7.0059 12.5660 2.8584
C27 -7.3584 11.3214 2.0808
C28 -7.8427 11.5210 0.6645
O6 -7.2571 10.2189 2.5668
H52 -6.6722 12.2930 3.8558
H53 -6.2137 13.1152 2.3472
H54 -7.8757 13.2208 2.9310
H55 -7.0796 12.0340 0.0771
H56 -8.7418 12.1392 0.6597
H57 -8.0625 10.5576 0.2123
C29 -5.2530 -2.1734 -4.8157
C30 -3.9033 -2.4474 -5.4416
C31 -3.8459 -3.5094 -6.5134
O7 -2.9149 -1.8305 -5.1153
H58 -5.1500 -1.3986 -4.0675
H59 -5.9553 -1.8497 -5.5860
H60 -5.6566 -3.0706 -4.3436
H61 -4.5136 -3.2465 -7.3356
H62 -4.1731 -4.4685 -6.1083
H63 -2.8293 -3.6015 -6.8868
C32 5.2400 -4.9866 -2.4551
C33 4.7792 -4.5787 -1.0733
C34 4.8120 -5.6443 -0.0097
O8 4.3988 -3.4516 -0.8475
H64 5.1677 -4.1390 -3.1319
H65 6.2730 -5.3364 -2.4167
H66 4.6221 -5.8052 -2.8279
H67 5.8253 -6.0234 0.1221
H68 4.1798 -6.4856 -0.2938
H69 4.4591 -5.2357 0.9335
C35 6.6266 -9.4363 2.8834
C36 5.3882 -9.2432 2.0463
C37 4.5853 -10.4848 1.7290
O9 5.0462 -8.1550 1.6421
H70 7.1150 -8.4797 3.0446
H71 6.3669 -9.8747 3.8476
H72 7.3195 -10.1145 2.3876
H73 4.2507 -10.9596 2.6528
H74 5.2043 -11.2030 1.1887
H75 3.7220 -10.2209 1.1237
C38 -0.7304 -4.2700 -3.5934
C39 -0.1538 -5.5270 -2.9813
C40 0.4425 -5.4023 -1.5997
O10 -0.1645 -6.5815 -3.5737
H76 -1.1208 -4.4884 -4.5843
H77 -1.5336 -3.8748 -2.9676
H78 0.0408 -3.5009 -3.6715
H79 -0.3132 -5.0540 -0.8952
H80 1.2545 -4.6719 -1.6040
H81 0.8230 -6.3690 -1.2776
C41 11.2186 -8.5646 3.9086
C42 10.6043 -9.9356 3.7506
C43 11.5565 -11.0749 3.4721
O11 9.4121 -10.1107 3.8421
H82 10.4387 -7.8336 4.1043
H83 11.9315 -8.5658 4.7347
H84 11.7575 -8.2881 3.0009
H85 12.2809 -11.1643 4.2831
H86 12.1077 -10.8867 2.5493
H87 10.9997 -12.0035 3.3795
C44 -2.9225 5.1488 -3.4743
C45 -1.7189 4.9771 -4.3758
C46 -1.9127 5.3238 -5.8348
O12 -0.6611 4.5841 -3.9496
H88 -2.6585 4.8712 -2.4566
H89 -3.2604 6.1863 -3.4904
H90 -3.7455 4.5220 -3.8245
H91 -2.2140 6.3678 -5.9363
H92 -2.6990 4.7030 -6.2675
H93 -0.9836 5.1599 -6.3740

Forces on the atoms, in the same order (eV/Å):
0.0584 0.3013 -0.0962
0.4842 0.0062 0.0817
0.0040 0.3206 -0.3052
-0.1887 -0.5121 0.1428
-0.2269 -0.0927 -0.0688
0.0012 -0.2508 0.0998
0.0965 0.6189 -0.0129
-0.0419 -0.2999 -0.0449
-0.0218 0.1610 0.1198
-0.1420 -0.2660 -0.0701
-0.1075 0.0937 -0.2675
-0.2497 0.0471 -0.0228
0.2578 -0.2208 0.0784
0.2324 -0.2796 0.0164
-0.3845 -0.4540 -0.3366
0.3247 0.5030 0.1374
0.0305 0.2251 0.3602
-0.2888 -0.2168 -0.1592
0.4351 0.1802 0.2241
-0.0037 0.1617 -0.1267
0.0164 0.0885 0.1698
0.1515 -0.1241 0.2186
-0.2311 -0.1876 -0.0530
-0.3284 -0.0004 0.0953
0.0917 0.1321 -0.1251
0.1900 -0.1324 0.0280
-0.0273 0.0363 -0.2131
-0.1427 0.2460 0.0766
0.1778 -0.0543 -0.0624
-0.1112 -0.2034 -0.2216
0.0362 0.3029 0.1663
-0.0470 0.2534 0.1466
-0.0251 -0.4043 -0.0262
0.0479 -0.1410 -0.3175
0.1942 0.1601 0.1843
0.0365 -0.1372 0.0274
0.1194 -0.0164 0.1819
-0.1169 -0.3672 -0.1412
-0.0431 0.2434 0.2338
0.1559 0.1353 0.1381
0.0612 0.1164 -0.1717
-0.1459 -0.1264 -0.0089
0.1208 0.0950 -0.0324
-0.1865 0.1705 0.1716
0.0475 -0.2893 0.0564
-0.1605 0.0503 0.0285
0.0101 0.1734 -0.0816
0.1465 0.1639 0.0360
-0.2285 -0.0163 -0.2113
-0.1549 -0.1553 -0.0276
0.0248 0.1186 0.1403
-0.0827 0.0565 -0.1787
0.1195 -0.0698 0.0517
-0.1108 0.0483 0.0081
0.1920 -0.0131 0.0142
0.0118 -0.0072 -0.0072
0.0027 -0.0064 0.0080
-0.0493 0.0085 -0.0520
-0.0257 0.0525 -0.0278
-0.0972 -0.0200 0.0140
-0.0348 0.0275 0.0106
0.0012 -0.0071 -0.0164
-0.1051 0.0356 -0.0841
0.0766 -0.0487 0.0981
-0.0943 0.0212 -0.0976
-0.0171 -0.0555 0.0120
-0.0130 -0.0032 0.0056
0.0539 0.0030 0.0069
0.0407 -0.0435 0.0160
0.0285 0.0228 0.0431
0.0104 -0.0223 0.0559
-0.0017 -0.0047 -0.0092
0.1375 -0.0375 0.0395
-0.0440 -0.0157 -0.0177
0.2254 -0.1418 0.0231
0.0046 -0.0393 0.0004
0.0052 -0.0062 0.0077
-0.0579 0.0007 -0.0534
-0.0468 0.0583 -0.0182
-0.0846 -0.0993 -0.0492
-0.0779 0.0534 0.0551
-0.0054 0.0083 -0.0233
0.0198 -0.1147 0.0739
0.0065 0.0826 -0.0300
0.0034 -0.1308 0.0398
-0.0568 0.1554 0.0067
0.0044 -0.0021 0.0105
-0.0370 0.0372 -0.0338
0.0127 0.0348 -0.0510
-0.0204 0.0573 0.0093
0.0285 0.0555 -0.0079
-0.0012 -0.0094 -0.0051
0.2728 0.0019 -0.0797
-0.0758 0.0214 -0.0512
0.0986 0.0065 0.0468
-0.0436 -0.0138 0.0746
-0.0623 0.0291 0.0424
-0.0452 -0.0571 0.0048
-0.0096 -0.0309 -0.0750
-0.0522 -0.0355 0.0198
-0.0607 -0.0023 -0.0236
0.0101 0.0038 -0.0021
-0.0383 0.1316 0.0129
0.0051 -0.0740 -0.0437
-0.0890 0.2685 0.0045
0.0911 -0.0803 0.0239
-0.0004 0.0087 -0.0039
-0.0160 -0.0643 0.0048
0.0347 -0.0519 0.0172
-0.0095 -0.0823 -0.0403
0.0690 -0.0599 -0.0136
0.0010 -0.0208 0.0159
-0.1622 0.2172 -0.1173
-0.0085 -0.1159 0.0427
-0.0487 0.1102 -0.0474
0.0268 -0.0258 0.0205
0.0273 -0.0027 0.0134
0.0375 -0.0791 -0.0135
-0.0047 -0.0727 0.0484
0.0492 -0.0413 0.0051
0.0187 -0.0318 0.0527
-0.0063 0.0044 -0.0059
0.0159 -0.1363 -0.0240
-0.0187 0.0884 -0.0604
0.0652 -0.1099 -0.0696
0.0003 -0.0048 0.0129
0.0019 0.0036 0.0038
0.0600 0.0517 0.0271
-0.0345 0.0409 0.0665
-0.0079 0.0834 0.0373
-0.0355 0.0748 0.0293
-0.0118 0.0019 0.0069
-0.1376 -0.0039 0.0163
0.1041 0.0242 -0.0009
-0.1372 -0.0380 0.0049
0.0618 -0.0275 0.0239
-0.0075 0.0078 0.0023
0.0504 -0.0134 -0.0340
0.0553 -0.0220 0.0175
0.0434 0.0360 -0.0246
0.0482 0.0292 0.0263
-0.0044 -0.0106 -0.0006
0.0992 -0.0590 0.0482
-0.1144 0.0339 -0.0288
0.1240 -0.0482 0.0459
0.0338 -0.0028 -0.0015
0.0155 -0.0006 0.0031
-0.0394 -0.0039 -0.0471
-0.0171 0.0442 -0.0271
-0.0587 -0.0092 0.0033
-0.0433 0.0351 0.0134
0.0100 -0.0033 -0.0069